Record 1
Computed, not measured: C38H49FeN4O2P2Te as an isolated structure at a distorted geometry, with ωB97M-V/def2-TZVPD.

As for the LUMO energy (spin up / spin down): -3.79 / -3.79 eV. As for the net charge: +1. The value obtained for the HOMO energy (spin up / spin down) is -9.229 / -9.225 eV. The HOMO-LUMO gap (spin up / spin down) is 5.44 / 5.43 eV.

Positions of all 97 atoms, in Å:
Te1 -2.74644 2.37401 -2.54856
Fe1 0.06358 -0.13691 -0.15534
P1 -0.47734 0.15090 2.02882
P2 2.28273 0.12015 -0.97911
O1 -2.08862 -7.40344 -1.17965
O2 0.04959 -7.20779 -1.26763
N1 0.65266 -2.23747 0.07979
N2 -1.06886 -6.75843 -1.13256
N3 -1.68528 -1.20137 -0.50590
N4 0.37221 1.84728 0.13222
C1 -4.43546 2.54142 -1.25062
C2 4.35264 -0.27978 -2.96248
C3 1.21391 -4.96057 -0.12672
C4 1.15810 -1.38878 -3.13653
C5 -1.36404 -2.33606 2.96636
C6 1.73241 3.89862 0.17171
C7 1.72005 -0.56377 3.63198
C8 1.01539 -0.07619 -2.36259
C9 2.88973 4.54980 -0.20303
C10 -3.03637 3.43219 1.99826
C11 -3.22962 4.17162 -3.58248
C12 3.81204 -0.71157 -1.58845
C13 -1.19479 -5.29231 -0.90816
C14 -2.88692 -0.66470 -0.63424
C15 -2.41011 -4.76897 -1.09744
C16 -1.73653 -0.40240 4.52478
C17 -2.52746 2.18793 2.34261
C18 -4.03288 -1.41995 -0.90544
C19 2.13790 -4.07495 0.35974
C20 1.01377 0.65261 3.01509
C21 -1.56762 -2.54059 -0.63365
C22 -1.37489 1.71033 1.72333
C23 -1.65703 -0.83188 3.05911
C24 -1.28458 3.69141 0.35233
C25 3.69995 2.57485 -1.26738
C26 4.88643 -0.60554 -0.49156
C27 0.88390 1.13232 -3.27915
C28 -0.28117 -3.11190 -0.35848
C29 1.50057 2.55876 -0.20414
C30 3.87197 3.90621 -0.95362
C31 -0.74513 2.45806 0.72083
C32 -2.64231 -3.36334 -0.94621
C33 -0.06688 -4.48959 -0.48307
C34 -3.90887 -2.77264 -1.07728
C35 0.80774 1.76545 4.04100
C36 -2.40297 4.18025 1.01012
C37 1.81958 -2.71715 0.45243
C38 2.54389 1.88603 -0.88681
H1 -4.99253 -0.92572 -0.97539
H2 -2.58034 4.26230 -4.45100
H3 -0.84277 -0.70476 5.06959
H4 2.74987 -0.30337 3.88447
H5 -4.26631 4.12155 -3.90613
H6 0.12932 0.93546 -4.04708
H7 5.21415 0.42502 -0.36003
H8 -1.86203 0.67196 4.64322
H9 3.62122 0.25378 -3.56599
H10 -3.02990 1.60678 3.10685
H11 -4.64835 3.59986 -1.11547
H12 3.03469 5.58009 0.09987
H13 1.65519 1.04003 2.22119
H14 5.22349 0.36495 -2.84802
H15 -4.19660 2.11229 -0.27751
H16 1.45607 -6.00554 -0.22949
H17 -2.10067 -2.89878 3.54563
H18 -4.76831 -3.39595 -1.29606
H19 2.53240 -1.99833 0.83328
H20 -0.37569 -2.57192 3.36952
H21 0.24567 2.60177 3.62555
H22 0.57291 2.01453 -2.72101
H23 -3.22123 -5.42999 -1.37422
H24 -1.40589 -2.69183 1.93841
H25 -2.79869 5.15212 0.73701
H26 0.01134 -0.15213 -1.84886
H27 -3.07946 5.02245 -2.92140
H28 1.78380 2.14241 4.35506
H29 1.23224 -0.88792 4.55217
H30 -2.59021 -0.89471 4.99683
H31 1.25859 -2.25197 -2.47488
H32 -0.81485 4.26544 -0.43348
H33 1.74604 -1.41461 2.94671
H34 -2.94298 0.40608 -0.49770
H35 0.27970 -1.55458 -3.76515
H36 -5.29840 2.04085 -1.68512
H37 4.51873 -0.95616 0.47620
H38 2.03257 -1.35828 -3.78518
H39 1.00872 4.41721 0.78417
H40 -2.62180 -0.64221 2.57901
H41 5.75606 -1.21016 -0.75751
H42 4.47460 2.06532 -1.82246
H43 0.28942 1.40721 4.93019
H44 4.67593 -1.15522 -3.52814
H45 1.82796 1.35550 -3.77580
H46 4.76761 4.43033 -1.26029
H47 3.50961 -1.76184 -1.64115
H48 3.11626 -4.41789 0.66819
H49 -3.91571 3.81639 2.49920


Record 2
Computed, not measured: an isolated molecule of C6H10, with ωB97M-V/def2-TZVPD.

As for the energy above the lowest of the compared OMol25 structures with the same formula, charge and spin: 355.6 kJ/mol. As for the LUMO energy: 0.92 eV. As for the net charge: 0. The value obtained for the HOMO energy is -9.546 eV. The HOMO-LUMO gap is 10.47 eV.

Positions of all 16 atoms, in Å:
C1 0.03558 0.41098 -0.73889
C2 -2.38142 -1.02961 -0.14149
C3 0.77715 0.88064 0.50818
C4 2.21243 0.37696 0.61001
C5 -0.97606 -1.07917 -0.57278
C6 0.21258 -1.34413 -0.89827
H1 0.56831 0.65020 -1.66206
H2 -3.02501 -0.52384 -0.86963
H3 -0.91636 0.95859 -0.82196
H4 -2.72856 -2.06195 -0.03711
H5 2.24157 -0.71601 0.61351
H6 2.80693 0.71997 -0.24517
H7 0.76854 1.97992 0.50649
H8 -2.49055 -0.53736 0.83159
H9 0.20801 0.56555 1.39323
H10 2.68686 0.74926 1.52438